{"formula": "C21H19ClFO3", "method": "ωB97M-V/def2-TZVPD", "symbols": ["C", "C", "C", "C", "C", "C", "C", "C", "C", "C", "C", "O", "C", "C", "Cl", "C", "C", "C", "F", "C", "C", "O", "H", "H", "H", "H", "H", "H", "H", "H", "H", "H", "H", "H", "C", "C", "C", "O", "H", "H", "H", "H", "H", "H", "H"], "positions_angstrom": [[-1.85015, 0.82758, 0.20090], [-1.48543, 0.22620, -1.19178], [-2.47730, 0.33879, -2.28597], [-2.16276, -0.18190, -3.61957], [-0.86991, -0.82298, -3.89355], [0.10599, -0.92879, -2.79226], [-0.19567, -0.40773, -1.45955], [0.93717, -0.53808, -0.37315], [0.35340, -1.37561, 0.82257], [-0.44182, -2.47519, 0.64653], [-1.00966, -3.21062, 1.90380], [-1.13828, -4.40911, 1.97782], [-1.36620, -2.24854, 3.10461], [-2.52176, -2.46585, 3.98222], [-3.62128, -3.86934, 3.73553], [-2.75736, -1.46978, 5.04820], [-1.89678, -0.30597, 5.23959], [-0.73870, -0.09349, 4.35761], [0.09327, 0.97894, 4.47915], [-0.49613, -1.06657, 3.30351], [0.69348, -0.90082, 2.28159], [1.77476, -0.48133, 2.60379], [-2.17771, 0.06803, 0.95958], [-0.94205, 1.37549, 0.58330], [-2.66290, 1.59365, 0.04510], [-3.45928, 0.83950, -2.08894], [-2.88582, -0.08039, -4.46600], [-0.63472, -1.20942, -4.91453], [1.08785, -1.39011, -3.04769], [1.08143, 0.51053, 0.01459], [1.87524, -0.98353, -0.77536], [-0.71727, -2.84461, -0.37071], [-3.65625, -1.63431, 5.68132], [-2.08587, 0.46953, 6.02622], [3.12049, 2.47572, -3.59827], [2.66241, 2.54945, -2.12719], [3.90794, 2.67510, -1.22581], [2.02865, 1.39955, -1.82081], [3.77152, 1.61505, -3.78306], [2.26447, 2.40558, -4.27612], [3.68504, 3.37954, -3.87572], [2.11612, 3.51327, -2.02680], [4.58351, 1.82087, -1.33674], [3.62738, 2.75054, -0.17063], [4.48094, 3.58118, -1.47735]], "atomic_forces_ev_per_a": [[0.47, 0.37, -0.79], [-0.32, -0.57, -1.65], [2.25, -1.07, -0.39], [1.37, -0.18, 1.18], [-0.53, 0.92, 2.68], [-2.27, 0.80, -0.66], [0.00, -0.33, -1.48], [-2.13, 0.35, 0.88], [-0.21, -0.49, -0.12], [0.04, 0.57, 1.44], [0.57, 1.24, -0.51], [-0.16, 0.68, -0.02], [-0.47, 0.97, 1.11], [1.88, 2.00, 0.14], [0.97, 1.53, 0.45], [1.04, -0.18, -1.37], [0.81, -0.71, -1.45], [-1.49, -2.43, -0.52], [-1.22, -1.16, 0.12], [-0.78, -0.26, 0.35], [-1.02, -0.80, -0.44], [-0.69, -0.06, -0.16], [0.29, 0.61, -0.73], [-0.91, -0.53, -0.17], [0.76, -0.84, 0.31], [1.06, -0.53, -0.22], [0.60, -0.05, 0.97], [-0.20, 0.42, 1.08], [-0.83, 0.57, 0.61], [0.57, -1.14, -0.69], [-0.76, 0.69, 0.29], [0.35, 0.20, 1.04], [0.89, 0.32, -0.43], [0.02, -1.03, -0.80], [0.32, 0.83, -0.33], [1.09, -1.60, -0.28], [0.40, 0.85, -0.06], [-0.93, 0.26, 0.36], [-0.11, -0.07, 0.24], [-0.06, -0.07, 0.17], [0.04, 0.03, -0.14], [-0.43, 0.03, 0.13], [-0.23, -0.09, -0.11], [-0.13, -0.09, -0.09], [0.11, 0.05, 0.09]], "orbital_gap_ha": 0.155, "total_charge": -1, "molar_mass_g_mol": 373.83, "lumo_energy_ev": 1.319, "total_energy_ha": -1597.29392, "homo_ev": -2.89}

***

{"formula": "C5H8N2", "method": "ωB97M-V/def2-TZVPD", "symbols": ["C", "C", "C", "N", "C", "N", "C", "H", "H", "H", "H", "H", "H", "H", "H"], "positions_angstrom": [[-2.52302, -0.01699, -0.00280], [-1.00097, -0.13792, 0.07141], [-0.27715, 0.99366, -0.15087], [1.05469, 0.74929, -0.15840], [1.44430, -0.53288, -0.01788], [2.89315, -0.49732, 0.19625], [-0.11931, -1.22827, 0.30330], [-3.07659, -0.95704, -0.07971], [-2.91527, 0.51019, 0.87794], [-2.80467, 0.59542, -0.87171], [-0.62265, 1.94494, -0.49262], [1.68416, 1.53267, -0.04971], [3.58270, -1.16723, -0.11159], [3.35203, 0.39774, 0.40872], [-0.67140, -2.18625, 0.07767]], "atomic_forces_ev_per_a": [[0.12, -0.23, 0.06], [0.48, 0.35, -0.13], [-0.25, 0.55, -0.04], [-0.36, 0.01, -0.09], [-1.73, 0.16, 0.76], [-0.86, -0.82, 0.50], [1.83, 0.91, -1.22], [0.30, -0.03, 0.01], [0.20, -0.20, -0.11], [0.15, -0.23, 0.18], [-0.17, 0.45, 0.17], [0.12, -0.28, -0.37], [-0.85, -0.29, -0.14], [-0.92, -0.74, -0.09], [1.96, 0.37, 0.48]], "smiles": "Cc1c[nH]c(N)c1", "orbital_gap_ha": 0.285, "de_lowest_kcal_mol": 74.7, "molar_mass_g_mol": 96.13, "lumo_energy_ev": 0.819, "total_energy_ha": -304.71649, "homo_ev": -6.94}

***

{"formula": "C8H13NO", "method": "ωB97M-V/def2-TZVPD", "symbols": ["C", "C", "C", "C", "C", "C", "N", "C", "C", "O", "H", "H", "H", "H", "H", "H", "H", "H", "H", "H", "H", "H", "H"], "positions_angstrom": [[-0.44464, 2.47932, 0.36616], [-0.21239, 1.16710, 0.45714], [-1.15771, 0.08766, 0.88229], [-0.97348, -0.63731, -0.42332], [-1.75935, -0.20252, -1.62154], [0.16313, -1.43146, -0.61394], [0.61996, -2.33684, 0.35504], [1.18339, 0.60430, -0.13674], [2.11572, 0.27576, 1.02675], [1.64017, 1.17574, -1.14190], [0.32587, 3.14063, -0.02144], [-1.36978, 2.92235, 0.72002], [-0.77314, -0.48890, 1.72576], [-2.18356, 0.43798, 1.02215], [-1.16019, 0.48920, -2.22478], [-2.68581, 0.30192, -1.33761], [-1.99672, -1.06475, -2.25380], [0.36391, -1.74441, -1.63931], [-0.07853, -2.76393, 0.95402], [1.30117, -3.00857, 0.01569], [1.58781, -0.09517, 1.90551], [2.66966, 1.17835, 1.28938], [2.82451, -0.48644, 0.69446]], "atomic_forces_ev_per_a": [[0.17, -0.54, 0.22], [1.37, 0.90, -0.50], [0.17, -0.38, -0.75], [1.62, -1.93, -0.48], [0.29, 0.15, -0.21], [-3.45, -0.84, -0.08], [0.86, -0.06, 0.45], [-0.39, 4.86, 0.76], [0.16, -1.46, -0.52], [-0.72, -1.87, 1.01], [-0.23, -0.12, -0.11], [0.03, -0.05, 0.01], [-0.20, 0.13, 0.07], [0.22, -0.05, 0.22], [-0.10, 0.09, -0.02], [0.12, -0.03, -0.02], [-0.05, 0.19, 0.13], [0.26, 0.37, 0.02], [0.22, 0.21, -0.30], [-0.32, 0.30, 0.21], [0.02, -0.01, -0.13], [-0.22, 0.07, -0.23], [0.13, 0.06, 0.24]], "smiles": "C=C(C/C(C)=C\\N)C(C)=O", "orbital_gap_ha": 0.303, "de_lowest_kcal_mol": 71.7, "molar_mass_g_mol": 139.20, "lumo_energy_ev": 0.501, "total_energy_ha": -442.51492, "homo_ev": -7.75}